{
  "formula": "C13H16N3O3S2",
  "method": "wB97M-V/def2-TZVPD",
  "elements": ["O", "C", "O", "C", "C", "C", "N", "C", "C", "C", "C", "C", "S", "C", "S", "N", "C", "C", "N", "C", "H", "H", "H", "H", "H", "H", "H", "H", "H", "H", "H", "H", "H", "H", "O", "H", "H"],
  "xyz": [[2.97689, 1.32521, 2.89574], [3.72218, 1.28745, 1.87451], [4.83229, 2.16327, 1.78038], [3.30694, 0.21719, 0.75310], [4.15941, -1.05893, 0.52004], [3.64132, -2.05118, -0.57937], [2.46286, -1.74226, -1.33940], [1.63170, -0.56331, -1.16341], [2.00298, 0.48967, -0.09588], [1.18378, 1.81219, 0.26098], [-0.18351, 2.01092, -0.56879], [-1.32902, 2.43839, 0.51585], [-2.28819, 1.00187, 1.19033], [-3.58138, 0.45850, -0.00336], [-3.34490, 0.53617, -1.68207], [-4.89810, -0.08569, 0.41912], [-6.09053, -0.31396, -0.37924], [-7.17538, -0.93795, 0.53255], [-6.60730, -1.02590, 1.89373], [-5.26898, -0.51481, 1.76260], [5.60858, 1.62757, 1.49478], [5.09681, -1.26775, 1.15084], [4.20547, -3.02722, -0.79366], [2.15111, -2.43321, -2.05244], [0.69783, -0.43437, -1.80521], [0.87639, 1.70615, 1.37452], [1.84740, 2.76105, 0.23174], [-0.08064, 2.91783, -1.26785], [-0.56544, 1.07493, -1.09638], [-0.86434, 2.97781, 1.43037], [-2.03486, 3.20716, 0.03766], [-6.23931, -0.10546, -1.48521], [-8.22558, -1.26479, 0.20661], [-4.62694, -0.47593, 2.70012], [4.03308, -4.02285, -2.75800], [4.75802, -3.72281, -3.32230], [4.20938, -4.96494, -2.63299]],
  "forces_ev_per_a": [[3.1, 0.0, -4.7], [-2.2, 0.1, 3.7], [-1.6, -2.7, -0.4], [0.1, -2.0, -2.5], [-3.8, 0.9, -2.2], [-0.4, 2.9, 1.8], [0.8, 1.8, 2.2], [2.3, 1.1, 2.8], [2.1, -2.4, -0.3], [-0.5, -0.8, 0.3], [-0.3, 1.0, 1.2], [0.1, 0.9, -1.5], [-1.2, -0.3, 0.2], [-1.2, -0.1, -2.4], [-0.1, 0.2, 2.4], [-0.9, -0.4, 2.0], [-3.0, -1.9, 2.1], [5.2, 2.3, -0.8], [3.8, 2.1, -3.9], [-3.7, -1.2, 0.1], [-0.5, 0.7, -0.1], [-1.7, 0.2, -1.3], [-1.3, 1.8, 0.1], [0.6, 0.6, 0.7], [1.7, -0.5, 0.9], [0.8, -0.1, -1.8], [-0.9, -1.7, -0.2], [-0.1, -1.7, 0.7], [0.6, 1.5, 0.6], [-0.8, -1.2, -1.3], [0.8, -1.3, 0.7], [0.8, -0.2, 1.9], [2.0, 0.6, 0.8], [-0.7, 0.1, -1.8], [0.2, -0.1, 0.0], [-0.1, 0.0, 0.0], [-0.1, 0.1, -0.1]],
  "homo_energy_ev": -10.43,
  "lumo_energy_ha": -0.184,
  "total_charge": 1,
  "homo_lumo_gap_ev": 5.42,
  "e_tot_ha": -1690.832843
}

{
  "formula": "C3H6O",
  "method": "wB97M-V/def2-TZVPD",
  "elements": ["C", "C", "C", "O", "H", "H", "H", "H", "H", "H"],
  "xyz": [[-1.58761, 0.12340, 0.30698], [-0.26499, 0.05590, -0.36105], [2.00373, -0.25657, -0.02443], [0.74021, -0.45984, 0.27942], [-1.63155, -0.63066, 1.09870], [-2.38019, -0.06331, -0.42623], [-1.77396, 1.11026, 0.76377], [-0.01316, 0.58811, -1.27662], [2.71769, -0.95659, 0.38400], [2.18280, 0.49296, -0.78825]],
  "forces_ev_per_a": [[0.1, 0.0, 0.0], [-0.7, 0.6, -0.8], [0.5, 0.3, -0.3], [0.2, -0.8, 1.1], [-0.1, 0.1, -0.1], [0.0, 0.0, 0.2], [0.0, -0.2, -0.1], [-0.2, 0.1, 0.1], [-0.2, 0.2, 0.0], [0.3, -0.2, 0.0]],
  "homo_energy_ev": [-7.01, -7.30],
  "de_lowest_kcal_mol": 82.9,
  "lumo_energy_ha": [0.036, 0.042],
  "total_charge": 0,
  "homo_lumo_gap_ev": [7.99, 8.45],
  "e_tot_ha": -193.011148
}

{
  "formula": "C36H38F4N6",
  "method": "wB97M-V/def2-TZVPD",
  "elements": ["F", "C", "C", "C", "C", "C", "C", "H", "H", "H", "H", "H", "F", "C", "C", "C", "C", "C", "C", "H", "H", "H", "H", "H", "F", "C", "C", "C", "C", "C", "C", "H", "H", "H", "H", "H", "F", "C", "C", "C", "C", "C", "C", "H", "H", "H", "H", "H", "C", "C", "N", "H", "H", "H", "C", "C", "N", "H", "H", "H", "C", "C", "N", "H", "H", "H", "C", "C", "N", "H", "H", "H", "C", "C", "N", "H", "H", "H", "C", "C", "N", "H", "H", "H"],
  "xyz": [[-6.94351, -15.09884, 15.70672], [-6.62124, -14.80948, 16.97800], [-5.28972, -14.88780, 17.35838], [-4.95665, -14.55691, 18.67452], [-5.92501, -14.15454, 19.57290], [-7.25423, -14.07535, 19.16479], [-7.60275, -14.40260, 17.86577], [-4.50136, -15.17395, 16.67770], [-3.93196, -14.72399, 18.98093], [-5.64239, -13.85549, 20.57445], [-8.02794, -13.72566, 19.83436], [-8.64287, -14.44025, 17.56590], [-8.58649, -18.97529, 18.69715], [-9.68112, -19.72110, 18.96823], [-9.75682, -20.99830, 18.44350], [-10.89990, -21.77476, 18.71568], [-11.86376, -21.21117, 19.51755], [-11.78746, -19.93047, 20.05017], [-10.66549, -19.15143, 19.75432], [-8.94462, -21.36462, 17.83154], [-11.09359, -22.73783, 18.26953], [-12.82298, -21.69034, 19.69897], [-12.50276, -19.58271, 20.78157], [-10.66057, -18.12405, 20.09457], [-4.76798, -18.17953, 20.30560], [-4.50889, -18.15357, 18.99512], [-3.20062, -18.25781, 18.57734], [-2.95737, -18.36393, 17.20625], [-4.00750, -18.25827, 16.30401], [-5.32093, -18.16541, 16.72122], [-5.55962, -18.14447, 18.09322], [-2.36954, -18.32982, 19.26509], [-1.97285, -18.51847, 16.78717], [-3.80233, -18.35551, 15.24327], [-6.13575, -18.15855, 16.01199], [-6.55636, -18.03115, 18.50484], [-9.72616, -13.92946, 19.98374], [-10.78983, -14.74754, 19.98713], [-11.21648, -15.26103, 18.77541], [-12.34787, -16.07528, 18.75119], [-13.08482, -16.27524, 19.90318], [-12.61732, -15.77089, 21.12073], [-11.49263, -14.96508, 21.15405], [-10.75396, -15.01828, 17.82833], [-12.64407, -16.57189, 17.83675], [-13.93104, -16.94960, 19.95244], [-13.18817, -15.99724, 22.01124], [-11.30226, -14.49017, 22.10887], [-8.27382, -21.68610, 21.60730], [-7.95688, -22.85326, 22.41596], [-7.72178, -23.77179, 23.06092], [-7.47046, -21.56988, 20.87378], [-8.20567, -20.77023, 22.19608], [-9.22537, -21.72636, 21.08418], [-5.09378, -16.82884, 23.40478], [-3.83067, -16.85403, 22.65668], [-2.84539, -16.87967, 22.06926], [-4.87780, -16.46266, 24.40778], [-5.55062, -17.81295, 23.37219], [-5.78604, -16.09033, 23.00409], [-9.26857, -12.45463, 23.22905], [-8.21717, -13.45227, 23.33396], [-7.40240, -14.24002, 23.47838], [-9.51587, -12.24672, 22.18690], [-8.90594, -11.50291, 23.62253], [-10.17600, -12.73087, 23.76082], [-7.71896, -19.97421, 25.17917], [-6.52443, -20.48575, 24.50837], [-5.58553, -20.89954, 23.99433], [-7.80046, -20.43520, 26.15921], [-8.56886, -20.22772, 24.54408], [-7.69091, -18.88746, 25.21024], [-10.93785, -17.75414, 24.15027], [-10.97271, -16.32869, 24.44509], [-11.00575, -15.20519, 24.67671], [-11.62722, -18.29562, 24.80045], [-9.97682, -18.25562, 24.14496], [-11.40009, -17.84946, 23.16068], [-7.91270, -16.62379, 20.55806], [-7.93059, -17.58617, 21.63610], [-7.97952, -18.35274, 22.48915], [-7.02132, -16.65518, 19.92445], [-7.72661, -15.61407, 20.94263], [-8.82410, -16.70869, 19.97689]],
  "forces_ev_per_a": [[-0.2, -0.1, -0.1], [0.7, 0.3, 0.4], [-0.1, 0.3, 0.4], [0.1, -0.6, -0.5], [-0.1, 0.4, 0.0], [0.7, 0.6, -0.1], [-0.3, -0.5, -0.1], [-0.2, -0.2, -0.2], [0.0, 0.3, 0.1], [0.0, -0.1, 0.1], [1.0, -0.1, -0.2], [0.1, 0.3, -0.1], [0.0, -0.1, -0.1], [-0.1, 0.1, 0.0], [-0.4, -0.5, 0.1], [0.6, 1.1, -0.2], [-1.7, 0.1, 0.5], [1.5, 0.0, -0.1], [-0.9, -0.3, 0.2], [0.0, 0.0, 0.0], [0.4, -0.1, 0.0], [0.3, -0.5, 0.0], [-0.3, 0.1, -0.3], [0.5, 0.0, 0.0], [-0.4, 0.2, 0.3], [0.2, -0.5, -0.7], [0.7, -0.3, -0.6], [-0.5, 0.5, 0.0], [0.1, -0.5, -0.7], [0.2, -0.1, 0.9], [-0.5, 0.5, 0.3], [-0.2, 0.1, 0.3], [0.2, 0.1, 0.3], [0.0, 0.1, 0.0], [-0.1, 0.1, 0.0], [0.1, -0.3, -0.2], [-0.9, 0.2, 0.4], [-0.9, 0.1, -0.4], [-0.3, -0.4, -0.2], [-0.1, 0.1, 0.1], [0.5, -0.8, 0.9], [-0.5, -0.1, -1.0], [-0.3, 0.0, 0.8], [0.4, 0.0, 0.2], [0.0, 0.2, -0.1], [-0.1, 0.1, -0.4], [0.1, 0.2, 0.2], [0.7, 0.0, -0.2], [0.8, 0.5, -0.2], [-0.4, 0.0, 0.0], [0.0, -0.1, 0.1], [-0.1, -0.1, -0.1], [-0.2, -0.1, 0.1], [-0.1, -0.3, 0.2], [0.4, 0.4, -0.2], [-0.3, 0.1, 0.1], [0.1, 0.1, 0.1], [-0.1, -0.4, 0.2], [0.0, -0.1, 0.3], [0.1, -0.1, -0.3], [0.0, 0.8, -0.3], [-0.7, 0.3, 0.2], [0.5, -0.5, -0.1], [0.0, -0.3, 0.0], [0.0, -0.1, 0.2], [0.1, -0.3, 0.1], [0.1, -0.2, -0.6], [0.1, 0.1, 0.1], [0.0, 0.1, 0.0], [-0.1, 0.1, 0.1], [-0.1, -0.2, 0.2], [0.2, 0.0, 0.3], [-1.2, -0.3, -0.5], [0.6, -0.2, 0.4], [-0.1, 0.1, -0.1], [0.2, 0.1, 0.3], [0.3, 0.5, 0.0], [0.3, -0.1, -0.1], [0.8, 0.8, 0.1], [0.2, -0.2, -0.1], [-0.1, 0.0, 0.0], [-0.2, -0.9, 0.0], [-0.8, -0.2, 0.4], [0.0, 0.2, -0.1]],
  "homo_energy_ev": -9.11,
  "de_lowest_kcal_mol": 16.4,
  "lumo_energy_ha": 0.007,
  "total_charge": 0,
  "homo_lumo_gap_ev": 9.31,
  "e_tot_ha": -2122.516309,
  "smiles": "Fc1ccccc1.Fc1ccccc1.Fc1ccccc1.Fc1ccccc1.CC#N.CC#N.CC#N.CC#N.CC#N.CC#N"
}

{
  "formula": "C4H11NO",
  "method": "wB97M-V/def2-TZVPD",
  "elements": ["C", "C", "N", "C", "C", "H", "H", "H", "H", "H", "H", "H", "H", "H", "H", "H", "O"],
  "xyz": [[-0.86222, 1.83042, -1.42971], [-0.85509, 0.99949, -0.35169], [-0.46071, -0.35097, -0.29800], [-0.12228, -1.02125, 0.89062], [-0.54184, -2.46056, 0.81771], [-1.32274, 2.76062, -1.21040], [-0.57903, 1.33167, -2.41248], [-1.17339, 1.37081, 0.61210], [0.23114, -0.62876, -1.05894], [-0.82239, -0.61140, 1.72672], [0.97969, -1.04600, 1.07321], [-0.03606, -3.19486, 0.15956], [-1.61026, -2.51323, 0.58442], [-0.21393, -2.88067, 1.79292], [2.71507, 1.50779, 0.80673], [1.42884, 1.56786, -0.04713], [2.23958, 1.08804, 0.06221]],
  "forces_ev_per_a": [[0.3, -2.8, -1.2], [0.4, -2.7, 1.4], [2.3, 3.7, -2.8], [-1.4, -0.7, 2.4], [0.2, -2.0, 0.4], [0.1, 1.0, -0.7], [-0.4, 1.5, 1.0], [-0.2, -0.1, 0.1], [-1.6, 0.3, 0.5], [1.9, -0.2, -1.1], [-0.8, 0.9, 0.0], [0.1, 1.1, -0.4], [0.1, -0.3, 0.6], [-1.1, 0.2, -0.3], [-0.3, -0.2, -0.6], [-0.3, 0.7, 0.1], [0.7, -0.4, 0.6]],
  "homo_energy_ev": [-15.35, -15.58],
  "de_lowest_kcal_mol": 41.1,
  "lumo_energy_ha": [-0.140, -0.287],
  "total_charge": 1,
  "spin_multiplicity": 2,
  "homo_lumo_gap_ev": [11.55, 7.76],
  "s_squared": 0.778,
  "e_tot_ha": -288.649717
}